93
Properties=species:S:1:pos:R:3 method="wB97M-V/def2-TZVPD" total_charge=-2 lumo_energy_ha=0.150 homo_lumo_gap_ev=5.05
C -5.18 -0.77 3.48
O -4.38 0.40 3.20
C -3.04 0.26 3.07
C -2.35 1.40 2.57
C -1.09 1.28 2.07
C -0.37 0.03 2.13
C 0.93 -0.07 1.59
C 1.71 -1.29 1.72
O 1.27 -2.42 1.56
O 3.05 -1.13 2.05
C 3.40 0.15 2.63
C 2.80 0.30 4.03
C 4.92 0.27 2.68
O 2.95 1.21 1.73
C 1.67 1.13 1.24
O 1.25 2.05 0.55
C -1.00 -1.04 2.85
C -2.31 -0.94 3.28
H -6.16 -0.33 3.68
H -5.23 -1.44 2.61
H -4.81 -1.30 4.37
H -2.90 2.33 2.48
H -0.60 2.14 1.61
H 1.70 0.30 4.02
H 3.14 -0.54 4.66
H 3.15 1.24 4.48
H 5.32 0.33 1.67
H 5.18 1.19 3.22
H 5.34 -0.60 3.19
H -0.44 -1.96 3.02
H -2.80 -1.82 3.72
O -0.98 -2.88 -4.22
C -0.09 -2.14 -4.20
Co 1.05 -0.83 -4.04
C 1.75 -1.15 -2.41
O 2.12 -1.51 -1.37
C 2.23 -1.58 -5.15
O 2.97 -2.18 -5.80
C 0.38 0.71 -4.64
C -0.29 0.25 -3.47
C -1.33 0.64 -2.68
C -1.93 -0.26 -1.69
C -3.32 -0.51 -1.62
C -3.80 -1.55 -0.83
C -2.92 -2.37 -0.12
C -1.55 -2.06 -0.11
C -1.08 -0.96 -0.82
Co 1.94 1.48 -3.99
C 2.60 1.45 -2.38
O 3.11 1.39 -1.34
C 1.44 3.06 -4.46
O 1.14 4.11 -4.86
P 3.71 1.35 -5.11
C 5.12 0.35 -4.49
C 6.40 0.59 -5.03
C 7.49 -0.13 -4.55
C 7.32 -1.07 -3.52
C 6.06 -1.29 -2.98
C 4.96 -0.59 -3.47
C 3.51 0.87 -6.87
C 4.37 -0.04 -7.51
C 4.17 -0.37 -8.85
C 3.12 0.21 -9.57
C 2.25 1.12 -8.94
C 2.44 1.44 -7.59
C 4.51 3.02 -5.26
C 4.76 3.62 -6.50
C 5.28 4.92 -6.56
C 5.59 5.60 -5.37
C 5.37 4.99 -4.13
C 4.84 3.70 -4.07
H -0.12 1.06 -5.53
H -1.86 1.56 -2.96
H -3.99 0.10 -2.23
H -4.87 -1.76 -0.78
H -3.27 -3.23 0.46
H -0.85 -2.64 0.49
H -0.04 -0.63 -0.73
H 6.52 1.33 -5.82
H 8.48 0.05 -4.98
H 8.18 -1.63 -3.16
H 5.91 -2.01 -2.18
H 3.96 -0.77 -3.06
H 5.18 -0.49 -6.94
H 4.86 -1.07 -9.33
H 2.97 -0.04 -10.62
H 1.42 1.57 -9.48
H 1.76 2.14 -7.10
H 4.53 3.09 -7.42
H 5.45 5.38 -7.53
H 6.00 6.61 -5.42
H 5.61 5.51 -3.20
H 4.66 3.22 -3.10